{
  "formula": "C48H77AsBiN9O3S4Si4",
  "method": "the ωB97M-V functional and the def2-TZVPD basis",
  "species": ["Bi", "N", "C", "S", "N", "N", "C", "C", "C", "C", "C", "C", "N", "H", "H", "H", "H", "H", "H", "H", "S", "N", "C", "C", "C", "C", "C", "N", "C", "C", "N", "C", "C", "C", "C", "C", "N", "H", "H", "H", "H", "H", "H", "C", "Si", "C", "C", "C", "Si", "C", "C", "C", "Si", "C", "C", "C", "C", "C", "C", "C", "N", "H", "H", "H", "H", "H", "H", "H", "H", "H", "H", "H", "H", "H", "H", "H", "H", "H", "H", "H", "H", "H", "H", "H", "H", "H", "H", "H", "H", "C", "As", "C", "C", "S", "H", "H", "H", "H", "H", "H", "H", "H", "H", "C", "C", "C", "C", "O", "Si", "S", "O", "C", "C", "C", "C", "O", "C", "C", "C", "C", "H", "H", "H", "H", "H", "H", "H", "H", "H", "H", "H", "H", "H", "H", "H", "H", "H", "H", "H", "H", "H", "H", "H", "H", "H", "H", "H"],
  "coordinates": [[-0.5055, -1.2949, -0.0078], [-3.6446, 1.6512, -0.8886], [-3.1260, 0.7716, 0.0204], [-3.0440, -0.9239, -0.5311], [-2.8261, 1.1782, 1.1903], [-2.1800, 0.3025, 2.0055], [-2.4341, 0.4625, 3.2416], [-1.7457, -0.2744, 4.3168], [-2.0251, 0.0960, 5.6344], [-1.3783, -0.5428, 6.6744], [-0.4631, -1.5401, 6.3754], [-0.2569, -1.8456, 5.0384], [-0.8737, -1.2448, 4.0271], [-3.6881, 1.2852, -1.8267], [-3.2334, 2.5797, -0.8333], [-3.1504, 1.2243, 3.5523], [-2.7398, 0.8858, 5.8271], [-1.5762, -0.2609, 7.7007], [0.0776, -2.0635, 7.1521], [0.4465, -2.6270, 4.7649], [0.4744, -6.6164, 6.3084], [-0.8560, -5.9299, 5.7047], [-0.4539, -5.0727, 4.7791], [-1.3199, -4.2450, 3.9560], [-2.7033, -4.2296, 4.1379], [-3.4598, -3.4465, 3.3072], [-2.8165, -2.7442, 2.2887], [-1.5088, -2.7528, 2.0979], [-0.7508, -3.4597, 2.9538], [0.7230, -3.3492, 2.8563], [1.2219, -2.4584, 1.9905], [2.5281, -2.2411, 1.9768], [3.4292, -2.9502, 2.7689], [2.9363, -3.9125, 3.6162], [1.5586, -4.1072, 3.6838], [0.9525, -5.0318, 4.6258], [1.5991, -5.8573, 5.4331], [-3.1403, -4.8282, 4.9265], [-4.5332, -3.3750, 3.4105], [-3.3876, -2.1498, 1.5833], [2.8797, -1.4697, 1.3071], [4.4884, -2.7443, 2.7004], [3.5829, -4.5106, 4.2453], [-0.8943, -3.3907, -4.7911], [-0.6664, -2.1417, -3.3931], [-2.1567, -1.0367, -3.6111], [0.7910, -1.0712, -3.8920], [-0.3770, -3.0230, -1.6875], [-1.5694, -4.4721, -1.3821], [-1.2011, -5.3962, 0.2248], [-1.4691, -5.8620, -2.6495], [-3.3799, -3.9981, -1.3584], [1.3995, -3.6516, -1.7240], [2.0048, -4.4695, -3.3024], [1.9037, -4.8829, -0.3998], [2.5367, -2.1505, -1.4807], [3.8977, -2.1612, -1.7776], [4.6608, -1.0312, -1.5320], [4.0509, 0.0881, -0.9897], [2.6949, 0.0365, -0.7150], [1.9652, -1.0539, -0.9571], [-0.6570, -2.8708, -5.7243], [-1.9358, -3.7108, -4.8552], [-0.2733, -4.2773, -4.7360], [-2.2607, -0.9017, -4.6922], [-1.9931, -0.0617, -3.1456], [-3.0879, -1.4487, -3.2245], [0.5693, -0.6686, -4.8850], [1.7441, -1.5958, -3.9509], [0.9040, -0.2253, -3.2072], [-0.7060, -6.3453, 0.0116], [-2.1360, -5.6158, 0.7492], [-0.5613, -4.8445, 0.9053], [-0.4494, -6.1730, -2.8773], [-1.9621, -5.6185, -3.5858], [-1.9848, -6.7238, -2.2156], [-3.6835, -3.5581, -0.4068], [-3.9663, -4.9077, -1.5143], [-3.6427, -3.2864, -2.1423], [1.4189, -5.3527, -3.5511], [3.0368, -4.7994, -3.1533], [1.9826, -3.8033, -4.1628], [1.5252, -5.8813, -0.6289], [1.5589, -4.6217, 0.5970], [2.9960, -4.9319, -0.3758], [4.3475, -3.0446, -2.2132], [5.7188, -1.0224, -1.7642], [4.6065, 0.9940, -0.7874], [2.1616, 0.8719, -0.2850], [4.2877, 2.5161, 2.7283], [2.5009, 2.4003, 3.4498], [2.7352, 1.3040, 5.0219], [2.1912, 4.1651, 4.1585], [1.0662, 1.7714, 2.1048], [4.9791, 2.8928, 3.4818], [4.2658, 3.1851, 1.8692], [4.5958, 1.5242, 2.4006], [3.5045, 1.7295, 5.6659], [3.0223, 0.3025, 4.7037], [1.7872, 1.2471, 5.5525], [2.9304, 4.4073, 4.9215], [1.1884, 4.1925, 4.5802], [2.2483, 4.8771, 3.3368], [-2.5018, 5.5505, 0.7471], [-2.5416, 5.1544, -0.7222], [-3.9743, 4.8754, -1.1577], [-1.9510, 6.2594, -1.5947], [-1.8213, 3.9188, -0.8266], [-0.6678, 3.3581, -1.8691], [-0.1923, 1.4076, -1.4086], [0.6032, 4.4131, -1.9390], [1.7365, 4.7495, -1.1512], [2.4054, 5.9037, -1.8876], [2.6961, 3.5718, -1.0415], [1.2997, 5.1855, 0.2442], [-1.3833, 3.5351, -3.3453], [-0.9031, 3.4246, -4.6813], [0.4934, 2.8132, -4.7547], [-0.8866, 4.8314, -5.2681], [-1.8955, 2.5397, -5.4233], [-3.1843, 6.3809, 0.9408], [-1.4940, 5.8490, 1.0367], [-2.7946, 4.6968, 1.3601], [-4.5601, 5.7967, -1.1393], [-4.4490, 4.1496, -0.4938], [-3.9794, 4.4774, -2.1742], [-2.5257, 7.1778, -1.4590], [-1.9839, 5.9733, -2.6458], [-0.9132, 6.4524, -1.3314], [2.7398, 5.5743, -2.8730], [3.2687, 6.2712, -1.3287], [1.6971, 6.7228, -2.0215], [2.8305, 3.1023, -2.0179], [2.2934, 2.8317, -0.3518], [3.6664, 3.9200, -0.6740], [0.6696, 6.0736, 0.1890], [2.1775, 5.4246, 0.8528], [0.7437, 4.3826, 0.7338], [1.2194, 3.4521, -4.2486], [0.7884, 2.7035, -5.8002], [0.5068, 1.8344, -4.2738], [-0.2405, 5.4695, -4.6621], [-1.8931, 5.2540, -5.2663], [-0.5113, 4.8216, -6.2936], [-1.8924, 1.5385, -4.9889], [-1.6346, 2.4661, -6.4814], [-2.9019, 2.9522, -5.3360]],
  "forces_ev_per_angstrom": [[-0.2, 0.5, 0.1], [0.0, -0.4, 0.2], [-0.1, -0.4, -0.9], [-0.2, 0.2, 0.1], [0.0, 0.8, 0.6], [0.0, -0.4, 0.1], [0.2, 0.1, 0.2], [0.0, 0.1, -0.1], [-0.1, 0.0, 0.1], [0.0, 0.0, 0.0], [0.0, 0.1, -0.1], [0.0, 0.5, 0.5], [0.3, 1.0, 0.9], [0.1, 0.0, 0.0], [0.0, -0.1, 0.1], [0.0, 0.0, 0.0], [0.0, 0.0, 0.0], [0.0, 0.0, 0.0], [0.0, 0.0, 0.0], [-0.2, 0.6, 0.6], [0.0, 0.0, 0.0], [0.0, 0.0, 0.0], [-0.2, 0.0, -0.1], [0.0, -0.4, -0.1], [0.0, 0.0, 0.0], [0.0, 0.0, 0.1], [0.1, 0.0, -0.4], [-0.2, -0.7, -0.4], [0.0, -0.6, -0.6], [-0.1, -0.2, -0.7], [0.0, 0.0, 0.0], [-0.1, -0.1, 0.0], [0.0, 0.1, 0.0], [0.0, -0.1, 0.0], [0.2, -0.4, -0.1], [0.1, 0.0, -0.1], [0.0, 0.0, 0.0], [0.0, 0.0, 0.0], [0.0, 0.0, 0.0], [0.0, 0.0, 0.0], [0.0, 0.0, -0.1], [0.0, 0.0, 0.0], [0.0, 0.0, 0.0], [0.0, 0.0, 0.1], [0.0, -0.2, -0.1], [-0.1, 0.1, 0.1], [0.1, 0.1, 0.1], [0.0, 0.1, -0.1], [0.1, 0.0, 0.0], [0.0, 0.1, 0.1], [0.1, 0.1, -0.1], [0.0, 0.1, 0.0], [-0.1, 0.1, 0.0], [0.0, 0.0, -0.1], [-0.1, -0.1, 0.1], [0.0, 0.0, 0.1], [0.0, 0.0, 0.0], [0.1, 0.0, 0.0], [0.0, 0.0, 0.0], [0.0, -0.1, 0.0], [0.1, -0.1, 0.0], [0.0, 0.0, 0.0], [0.0, 0.0, 0.0], [0.1, -0.1, 0.0], [0.0, 0.0, 0.0], [0.0, 0.0, 0.0], [0.0, 0.0, -0.1], [0.0, 0.0, 0.0], [0.0, 0.0, -0.1], [0.0, -0.1, -0.1], [0.0, 0.0, 0.0], [0.0, 0.0, 0.0], [0.0, 0.0, 0.0], [0.0, 0.0, 0.0], [0.0, 0.0, -0.1], [0.0, 0.0, 0.0], [0.0, 0.0, 0.0], [0.0, 0.0, 0.0], [0.0, -0.1, 0.0], [0.0, -0.1, 0.0], [0.0, 0.0, 0.0], [0.0, 0.0, 0.0], [0.0, 0.0, 0.0], [0.0, 0.0, 0.1], [0.0, 0.0, 0.0], [0.0, 0.0, 0.0], [0.0, 0.0, 0.0], [0.0, 0.0, 0.0], [0.0, 0.0, 0.0], [0.0, 0.0, -0.1], [0.1, 0.0, 0.1], [0.0, -0.1, 0.0], [-0.1, 0.1, 0.0], [-0.1, -0.2, 0.0], [0.0, 0.0, 0.0], [0.0, 0.0, 0.0], [0.0, 0.0, 0.0], [0.0, 0.0, 0.0], [0.0, 0.0, 0.0], [0.0, 0.0, 0.0], [0.0, 0.0, 0.0], [0.0, 0.0, 0.0], [0.0, 0.0, 0.0], [0.0, 0.0, 0.1], [0.0, 0.1, -0.1], [-0.1, 0.1, 0.0], [0.0, -0.1, 0.0], [0.2, 0.1, 0.1], [-0.2, 0.0, 0.0], [0.3, -0.1, 0.1], [-0.1, -0.1, 0.0], [0.0, 0.1, 0.0], [0.0, 0.0, 0.0], [0.0, -0.1, 0.0], [0.0, 0.0, 0.0], [0.0, 0.0, 0.2], [0.0, 0.0, -0.1], [0.0, 0.0, 0.1], [0.0, 0.0, 0.0], [0.0, 0.0, 0.0], [0.0, 0.0, 0.0], [0.0, 0.0, 0.0], [0.0, 0.0, 0.0], [0.0, 0.0, 0.0], [0.0, 0.1, 0.0], [0.0, 0.0, 0.0], [0.0, 0.0, 0.0], [0.0, 0.0, 0.0], [0.0, 0.0, 0.0], [0.0, 0.0, 0.0], [0.0, 0.0, 0.0], [0.0, 0.0, 0.0], [0.0, 0.0, 0.0], [0.0, 0.0, 0.0], [0.0, 0.0, 0.0], [0.0, 0.0, 0.0], [0.0, 0.0, 0.0], [0.0, 0.0, 0.0], [0.0, 0.0, 0.0], [0.0, 0.0, 0.0], [0.0, 0.0, 0.0], [0.0, 0.0, 0.0], [0.0, 0.0, 0.0], [0.0, 0.0, 0.0], [0.0, 0.0, 0.0], [0.0, 0.0, 0.0], [0.0, 0.0, 0.0]],
  "spin_multiplicity": 1,
  "charge": 0
}

***

{
  "formula": "C48H78Br2ClO15PS",
  "method": "the ωB97M-V functional and the def2-TZVPD basis",
  "species": ["C", "C", "Br", "C", "Br", "C", "C", "P", "O", "C", "C", "C", "C", "C", "S", "C", "O", "O", "C", "O", "C", "C", "C", "C", "Cl", "C", "C", "O", "H", "H", "H", "H", "H", "H", "H", "H", "H", "H", "H", "H", "H", "H", "H", "H", "H", "H", "C", "C", "O", "C", "H", "H", "H", "H", "H", "H", "C", "C", "O", "C", "H", "H", "H", "H", "H", "H", "C", "C", "O", "C", "H", "H", "H", "H", "H", "H", "C", "C", "O", "C", "H", "H", "H", "H", "H", "H", "C", "C", "O", "C", "H", "H", "H", "H", "H", "H", "C", "C", "O", "C", "H", "H", "H", "H", "H", "H", "C", "C", "O", "C", "H", "H", "H", "H", "H", "H", "C", "C", "O", "C", "H", "H", "H", "H", "H", "H", "C", "C", "O", "C", "H", "H", "H", "H", "H", "H", "C", "C", "O", "C", "H", "H", "H", "H", "H", "H"],
  "coordinates": [[2.1304, -0.0102, 2.4164], [3.1651, -1.2927, 2.4829], [3.0097, -2.4546, 4.1517], [4.1590, -1.6393, 1.3893], [5.2680, -3.3086, 1.7628], [4.2723, -0.7389, 0.0265], [3.2349, -1.1752, -1.2112], [2.0161, -2.6635, -0.9428], [0.4738, -2.1994, -1.0062], [3.2811, -0.3618, -2.6327], [4.3808, 0.8867, -2.8044], [5.4128, 1.2726, -1.5456], [6.4803, 2.4961, -1.8859], [5.3655, 0.4783, -0.0732], [6.5485, 1.0601, 1.2403], [6.2021, 0.5099, 2.9879], [6.7216, 2.6281, 1.3105], [7.9859, 0.5268, 0.8697], [4.3514, 1.6577, -4.2518], [4.6206, 2.9543, -4.4682], [3.8947, 0.7972, -5.6117], [4.4057, 1.1555, -7.1288], [5.9071, 0.6144, -7.5033], [6.1515, -0.8881, -6.8743], [6.0488, 0.5310, -9.3845], [2.9206, -0.3483, -5.4174], [2.3204, -0.7429, -3.9091], [1.1275, -1.3405, -3.8555], [2.0934, 0.6319, 3.3970], [1.0483, -0.4536, 2.1834], [2.3583, 0.7314, 1.5145], [2.1830, -3.3078, 0.3344], [2.3229, -3.6714, -1.9602], [5.9061, 3.5117, -1.7738], [6.8587, 2.2827, -2.9910], [7.4582, 2.4308, -1.2060], [5.0768, 0.7833, 3.2335], [6.8817, 1.1239, 3.7221], [6.3156, -0.6688, 3.1345], [3.6601, 0.7849, -7.9851], [4.4247, 2.3428, -7.2210], [6.7285, 1.4044, -7.1768], [6.4473, -0.7232, -5.7395], [6.9959, -1.4283, -7.4971], [5.1359, -1.4928, -6.9711], [2.5405, -0.9653, -6.3357], [1.1947, 5.1039, 2.1242], [2.1619, 4.1344, 1.4993], [2.9958, 3.5372, 2.1781], [2.0694, 3.9238, 0.0116], [1.3779, 5.1549, 3.2027], [1.3389, 6.0996, 1.6974], [0.1692, 4.7639, 1.9593], [2.2526, 4.8670, -0.5092], [1.0829, 3.5312, -0.2474], [2.8283, 3.1981, -0.3000], [-2.6798, -4.2236, 2.8664], [-1.7985, -3.4542, 1.9193], [-0.6829, -3.0635, 2.2598], [-2.3347, -3.1809, 0.5395], [-2.1633, -4.3460, 3.8243], [-3.6093, -3.6748, 3.0378], [-2.8926, -5.2134, 2.4547], [-3.2488, -2.5856, 0.6073], [-2.5320, -4.1242, 0.0241], [-1.5910, -2.6172, -0.0338], [-5.4763, -2.6198, -4.1120], [-4.8584, -3.3482, -2.9487], [-5.5547, -3.8978, -2.0966], [-3.3555, -3.3783, -2.8681], [-6.5674, -2.6805, -4.0400], [-5.1824, -1.5674, -4.0898], [-5.1613, -3.0833, -5.0503], [-2.9672, -2.3597, -2.7904], [-2.9460, -3.8757, -3.7509], [-3.0511, -3.9384, -1.9774], [8.3857, 4.7582, -5.6630], [9.0644, 3.4748, -5.2653], [8.8307, 2.4200, -5.8533], [10.0398, 3.5317, -4.1201], [7.7095, 4.5660, -6.5027], [7.8010, 5.1446, -4.8244], [9.1328, 5.4919, -5.9763], [9.5287, 3.8634, -3.2129], [10.8606, 4.2106, -4.3647], [10.4521, 2.5323, -3.9448], [-5.9493, -5.6393, 0.4931], [-4.8111, -6.6178, 0.6068], [-3.6461, -6.2658, 0.4281], [-5.1532, -8.0436, 0.9475], [-5.5532, -4.6495, 0.2426], [-6.6318, -5.9540, -0.3004], [-6.4789, -5.5731, 1.4468], [-5.8002, -8.4653, 0.1742], [-5.6473, -8.0845, 1.9215], [-4.2332, -8.6358, 0.9961], [6.0811, -2.1668, 7.3099], [6.4579, -1.7227, 5.9218], [5.6000, -1.4576, 5.0812], [7.9249, -1.6157, 5.6018], [4.9899, -2.1984, 7.3970], [6.4763, -3.1679, 7.4997], [6.4704, -1.4581, 8.0452], [8.4022, -2.5923, 5.7156], [8.3964, -0.8824, 6.2610], [8.0469, -1.2846, 4.5650], [-7.7588, -0.9134, 2.9053], [-7.0801, -2.1968, 3.3030], [-7.3138, -3.2515, 2.7150], [-6.1047, -2.1399, 4.4482], [-8.4350, -1.1056, 2.0656], [-8.3435, -0.5270, 3.7439], [-7.0117, -0.1797, 2.5920], [-6.6158, -1.8082, 5.3554], [-5.2839, -1.4610, 4.2036], [-5.6924, -3.1393, 4.6235], [-12.8759, 1.1385, 3.0426], [-11.7376, 0.1600, 3.1564], [-10.5727, 0.5120, 2.9777], [-12.0798, -1.2658, 3.4970], [-12.4798, 2.1283, 2.7922], [-13.5584, 0.8238, 2.2492], [-13.4055, 1.2047, 3.9964], [-12.7268, -1.6875, 2.7238], [-12.5739, -1.3067, 4.4710], [-11.1597, -1.8580, 3.5456], [4.3885, 9.4059, 2.9632], [3.8191, 8.5484, 1.8649], [2.7819, 8.8616, 1.2827], [4.5678, 7.2925, 1.5064], [3.7436, 10.2782, 3.1137], [4.4301, 8.8367, 3.8952], [5.3866, 9.7528, 2.6841], [4.6173, 6.6292, 2.3736], [5.5738, 7.5452, 1.1624], [4.0408, 6.7742, 0.6982], [-10.1328, -0.3331, -0.9266], [-11.6159, -0.0931, -1.0198], [-12.3724, -0.4066, -0.1021], [-12.1377, 0.5450, -2.2794], [-9.9004, -0.7990, 0.0368], [-9.8143, -1.0062, -1.7266], [-9.5977, 0.6176, -0.9935], [-11.9086, -0.0891, -3.1396], [-11.6921, 1.5348, -2.4065], [-13.2247, 0.6568, -2.2060]],
  "forces_ev_per_angstrom": [[-0.5, -0.4, -0.8], [2.2, 0.0, -3.0], [-0.3, 1.5, -2.5], [-3.2, 1.7, 3.1], [-1.0, 2.1, -1.0], [0.4, 0.7, -1.4], [3.1, 3.0, -0.7], [-5.3, 2.0, -0.5], [5.3, -1.4, 0.1], [2.1, 0.8, 2.6], [-0.6, -2.1, 2.7], [-1.6, -1.2, -0.3], [0.2, -1.4, 0.0], [-4.1, -1.5, -4.6], [7.2, 3.8, 0.0], [-1.9, -1.0, 0.9], [-2.2, -5.1, -0.5], [-5.3, 0.5, 0.9], [0.7, 4.4, -1.9], [-1.3, -7.7, 1.8], [-2.7, -3.7, 1.0], [-0.1, 1.4, -0.2], [0.1, -0.2, 1.1], [-0.1, 0.8, -0.5], [-0.3, 0.1, 1.7], [2.6, 3.2, 0.8], [-3.8, -1.8, -1.2], [7.5, 3.5, 0.1], [0.3, -1.6, -1.8], [2.3, 0.8, 0.7], [-0.1, -1.8, 1.9], [0.7, 0.5, -0.8], [0.2, 1.0, 0.8], [1.3, -2.0, -0.3], [-1.1, 0.7, 2.2], [-2.5, 0.2, -1.2], [2.3, -0.5, -0.6], [-1.0, -1.1, -2.0], [-0.1, 2.8, -0.6], [1.5, 0.5, 2.3], [-0.1, -2.6, 0.3], [-1.7, -1.9, -0.6], [-0.6, -0.6, -2.4], [-1.7, 1.1, 1.5], [2.3, 1.2, 0.3], [0.6, 1.3, 2.1], [0.2, 0.0, 0.4], [1.0, -0.7, 0.9], [-1.0, 0.6, -0.8], [0.4, -0.3, 0.0], [0.0, 0.0, -0.2], [-0.2, 0.0, -0.1], [0.0, 0.2, -0.1], [-0.2, 0.0, 0.0], [0.0, 0.2, -0.1], [-0.1, 0.1, 0.1], [0.4, -0.1, 0.5], [1.2, 0.5, 0.2], [-1.2, -0.4, -0.2], [0.5, 0.3, -0.2], [-0.1, 0.1, -0.2], [-0.1, -0.2, -0.2], [-0.2, 0.2, -0.1], [-0.2, -0.2, 0.0], [-0.3, 0.1, 0.2], [-0.1, -0.1, 0.2], [-0.5, -0.1, 0.1], [-0.7, -0.7, 1.1], [0.8, 0.7, -1.1], [-0.1, -0.3, 0.4], [0.2, 0.0, 0.0], [0.1, -0.1, -0.2], [0.1, 0.2, 0.0], [0.1, -0.1, -0.2], [0.1, 0.2, 0.0], [-0.1, 0.2, -0.3], [-0.3, -0.2, -0.4], [-0.3, -1.3, -0.7], [0.2, 1.2, 0.7], [0.1, -0.5, 0.0], [0.1, 0.0, 0.2], [0.2, 0.1, 0.0], [-0.1, 0.1, 0.2], [0.1, 0.2, -0.1], [-0.1, 0.1, 0.2], [-0.1, 0.2, -0.1], [0.4, 0.3, 0.1], [1.1, 0.6, -0.3], [-1.2, -0.6, 0.2], [0.5, -0.2, 0.0], [-0.1, -0.3, 0.0], [-0.1, 0.0, 0.2], [-0.1, -0.1, -0.1], [-0.1, 0.0, 0.2], [-0.2, 0.0, -0.2], [-0.2, 0.1, 0.0], [-0.5, 0.0, -0.1], [-1.0, 0.3, -1.0], [1.4, -0.2, 1.3], [-0.1, 0.1, -0.5], [0.2, 0.0, 0.0], [0.1, 0.1, 0.1], [0.1, -0.2, 0.0], [0.1, 0.1, 0.2], [0.1, -0.2, 0.1], [0.0, -0.1, 0.2], [-0.1, -0.3, -0.3], [-0.3, -1.2, -0.9], [0.3, 1.2, 0.7], [0.1, -0.5, 0.0], [0.1, 0.1, 0.3], [0.1, 0.2, -0.1], [-0.1, 0.1, 0.2], [0.1, 0.2, -0.1], [-0.1, 0.1, 0.2], [-0.1, 0.2, 0.0], [0.3, 0.4, -0.1], [1.4, 0.4, -0.3], [-1.4, -0.4, 0.2], [0.4, -0.2, 0.0], [-0.1, -0.2, 0.1], [0.0, -0.1, 0.2], [-0.1, -0.1, -0.1], [-0.1, 0.1, 0.1], [-0.2, 0.0, -0.1], [-0.2, 0.1, 0.0], [-0.4, 0.4, 0.0], [-1.3, 0.4, -0.8], [1.3, -0.4, 0.7], [-0.3, -0.1, -0.3], [0.1, -0.2, -0.1], [0.2, 0.0, -0.1], [0.0, -0.2, 0.2], [0.2, 0.0, 0.0], [0.0, -0.1, 0.2], [0.1, 0.1, 0.2], [0.0, -0.2, 0.5], [-0.9, -0.4, 1.2], [0.8, 0.4, -1.1], [-0.5, 0.0, 0.1], [-0.1, 0.1, -0.2], [0.1, 0.2, -0.1], [0.0, -0.1, -0.2], [0.1, 0.2, 0.0], [0.1, -0.1, -0.2], [0.2, 0.0, 0.0]],
  "spin_multiplicity": 1,
  "smiles": "C/C(Br)=C(/Br)c1c([PH2]=O)c2c(c(C)c1S(C)(=O)=O)C(=O)C(C[C@@H](C)Cl)=CC2=O.CC(C)=O.CC(C)=O.CC(C)=O.CC(C)=O.CC(C)=O.CC(C)=O.CC(C)=O.CC(C)=O.CC(C)=O.CC(C)=O",
  "charge": 0
}

***

Taking the records one at a time from the top gives orbital gap values of 0.2276 0.2402 hartree.